C3H3CrO3 | ωB97M-V with the def2-TZVPD basis set

Geometry as ORCA input:
```
! wB97M-V def2-TZVPD RIJCOSX def2/J DEFGRID3
* xyz 1 5
C 0.8602 -0.9857 -0.0818
C -1.5046 0.2943 0.2808
O -0.2169 -1.5795 0.0014
O 0.8063 0.4107 -0.0547
C -0.4561 1.0552 -0.1793
H -2.3823 0.1995 -0.3589
H -1.5643 0.0423 1.3417
H -0.5031 1.4760 -1.1889
O 2.0404 -1.3676 0.1056
Cr 2.9205 0.4548 0.1340
*
```

For the frontier orbital gap (spin up / spin down), the calculation gives 5.399 / 6.058 eV. Its expectation value of S² is 6.04. Its energy above the lowest of the compared OMol25 structures with the same formula, charge and spin is 53.3 kcal/mol. The value obtained for the LUMO energy (spin up / spin down) is -7.49 / -6.87 eV. For the calculated total energy, the calculation gives -37712.2929 eV.


C3H3CsLiMgO3 | ωB97M-V with the def2-TZVPD basis set

Geometry as ORCA input:
```
! wB97M-V def2-TZVPD RIJCOSX def2/J DEFGRID3
* xyz 1 1
O -2.0681 0.3779 -0.5465
Li -2.5885 -0.2087 1.1437
C -0.8191 0.3442 -0.6285
O -0.3173 -0.0413 -1.8171
C 1.0756 0.4119 -2.0188
H 1.0393 1.2168 -2.7689
H 1.6009 -0.4360 -2.4848
Mg 1.3411 0.8361 0.0598
C -0.3825 0.0729 1.8600
O 0.8955 -0.1061 1.8263
Cs 0.8352 -3.6200 3.3247
H -0.6122 1.1523 2.0502
*
```

For the frontier orbital gap, the calculation gives 6.658 eV. Its energy above the lowest of the compared OMol25 structures with the same formula, charge and spin is 0.0 kcal/mol. The value obtained for the LUMO energy is -3.74 eV. For the calculated total energy, the calculation gives -15491.8713 eV.


C3H3CuO2 | ωB97M-V with the def2-TZVPD basis set

Geometry as ORCA input:
```
! wB97M-V def2-TZVPD RIJCOSX def2/J DEFGRID3
* xyz 1 2
C 1.0674 -1.0509 0.7313
C 0.0536 -0.2824 0.1088
H 1.5393 -0.6919 1.6643
H 1.1900 -2.1354 0.5568
H 1.5774 -0.4674 -0.1520
O -0.9268 2.2406 0.4600
C -1.5906 1.9365 -0.5546
Cu -1.0333 -0.6859 -1.4521
O -1.8771 1.1366 -1.3626
*
```

For the frontier orbital gap (spin up / spin down), the calculation gives 8.588 / 9.137 eV. Its expectation value of S² is 0.76. Its energy above the lowest of the compared OMol25 structures with the same formula, charge and spin is 67.3 kcal/mol. The value obtained for the LUMO energy (spin up / spin down) is -5.27 / -5.97 eV. For the calculated total energy, the calculation gives -51881.6817 eV.


C3H3ErLiO4 | ωB97M-V with the def2-TZVPD basis set

Geometry as ORCA input:
```
! wB97M-V def2-TZVPD RIJCOSX def2/J DEFGRID3
* xyz 2 5
O -2.0815 -1.2253 0.2953
O 2.2688 -1.5378 0.1827
C 1.3688 -0.6876 0.2047
C -1.4326 0.9064 0.1433
O 0.1718 -1.0472 0.5986
O 1.5987 0.4746 -0.3167
C -1.0536 -0.5613 -0.1492
H -2.2668 1.2280 -0.4939
H -0.8437 -0.6911 -1.2282
H -1.6943 0.9264 1.2270
Li 3.5459 -0.0196 -0.0868
Er 0.4184 2.2345 -0.3767
*
```

For the frontier orbital gap (spin up / spin down), the calculation gives 7.381 / 7.347 eV. Its expectation value of S² is 6.01. The value obtained for the LUMO energy (spin up / spin down) is -10.67 / -10.69 eV. For the calculated total energy, the calculation gives -39156.5705 eV.


C3H3F2I | ωB97M-V with the def2-TZVPD basis set

Geometry as ORCA input:
```
! wB97M-V def2-TZVPD RIJCOSX def2/J DEFGRID3
* xyz 0 3
C 0.2666 0.2809 -1.2850
C 1.0209 0.5401 -0.0421
C 0.3056 -0.6878 -0.4282
F -2.3020 0.0046 1.2218
F 0.0792 -1.9078 -0.0405
I 3.1199 0.6035 0.2848
H -2.7991 -0.7811 1.3853
H -0.3178 0.8001 -1.9579
H 0.6266 1.1475 0.8618
*
```

For the frontier orbital gap (spin up / spin down), the calculation gives 5.241 / 6.030 eV. Its expectation value of S² is 2.01. Its energy above the lowest of the compared OMol25 structures with the same formula, charge and spin is 36.8 kcal/mol. The value obtained for the LUMO energy (spin up / spin down) is 0.61 / -3.21 eV. For the calculated total energy, the calculation gives -16687.3471 eV.


C3H3F2N | ωB97M-V with the def2-TZVPD basis set

Geometry as ORCA input:
```
! wB97M-V def2-TZVPD RIJCOSX def2/J DEFGRID3
* xyz 0 1
C 0.3533 0.7766 0.8366
C -0.4637 -0.4225 -1.0792
C -0.3189 -0.4901 0.3631
N 0.6657 0.4078 -0.4344
F -0.5484 2.1085 1.1915
F 0.3217 -1.5883 0.9403
H 1.2617 0.5396 1.4720
H 0.0278 -1.3297 -1.5616
H -1.2992 -0.0020 -1.7282
*
```

For the frontier orbital gap, the calculation gives 11.712 eV. Its structure (SMILES) is F[C@@H]1N2C[C@]12F. Its energy above the lowest of the compared OMol25 structures with the same formula, charge and spin is 98.1 kcal/mol. The value obtained for the LUMO energy is 0.85 eV. For the calculated total energy, the calculation gives -10080.0140 eV.


C3H3F2NS | ωB97M-V with the def2-TZVPD basis set

Geometry as ORCA input:
```
! wB97M-V def2-TZVPD RIJCOSX def2/J DEFGRID3
* xyz 0 1
C -0.1460 -1.4326 1.6448
C -0.8446 0.7546 0.8907
C 0.9137 0.3106 -1.5748
N -0.6669 -0.4141 1.2207
F 0.9898 1.5765 -1.8781
F -0.0394 -0.2576 -2.2811
S 2.0435 -0.5249 -0.8435
H -0.2851 -2.5329 1.3456
H -0.1756 1.3027 0.2495
H -1.7895 1.2178 1.2261
*
```

For the frontier orbital gap, the calculation gives 7.710 eV. Its energy above the lowest of the compared OMol25 structures with the same formula, charge and spin is 71.9 kcal/mol. The value obtained for the LUMO energy is -0.36 eV. For the calculated total energy, the calculation gives -20915.9200 eV.


C3H3F2O4P | ωB97M-V with the def2-TZVPD basis set

Geometry as ORCA input:
```
! wB97M-V def2-TZVPD RIJCOSX def2/J DEFGRID3
* xyz -2 1
C 0.8089 1.1385 -0.2544
C 1.6385 -0.1007 0.2596
C -0.9261 -0.8456 -0.8480
O -2.7476 0.6713 0.8838
O -0.2141 1.4928 0.3550
O 1.3198 1.7554 -1.1841
O -0.7801 -0.6302 1.8306
F -1.4285 -2.1760 -0.7698
F -1.8099 -0.4394 -1.9332
P -1.3848 0.0948 0.7081
H 2.0482 -0.4977 -0.6798
H 2.4999 0.3218 0.8247
H 0.9758 -0.7848 0.8076
*
```

For the frontier orbital gap, the calculation gives 5.559 eV. Its structure (SMILES) is CC(=O)OP([O-])([O-])=C(F)F. Its energy above the lowest of the compared OMol25 structures with the same formula, charge and spin is 34.5 kcal/mol. The value obtained for the LUMO energy is 6.88 eV. For the calculated total energy, the calculation gives -26073.4552 eV.


C3H3F3 | ωB97M-V with the def2-TZVPD basis set

Geometry as ORCA input:
```
! wB97M-V def2-TZVPD RIJCOSX def2/J DEFGRID3
* xyz 0 1
C 0.5878 0.3304 -0.5370
C 0.2203 -0.5968 0.6011
C -0.8425 0.2733 0.0295
F 0.3591 -1.9762 0.3906
F -1.8248 -0.0641 -0.8387
F -1.3139 1.3275 0.7768
H 1.4269 1.1436 -0.5017
H 0.7935 -0.1229 -1.5010
H 0.5935 -0.3148 1.5805
*
```

For the frontier orbital gap, the calculation gives 12.136 eV. Its structure (SMILES) is F[C@H]1CC1(F)F. Its energy above the lowest of the compared OMol25 structures with the same formula, charge and spin is 32.0 kcal/mol. The value obtained for the LUMO energy is 0.94 eV. For the calculated total energy, the calculation gives -11310.1696 eV.


C3H3F3N2O2S | ωB97M-V with the def2-TZVPD basis set

Geometry as ORCA input:
```
! wB97M-V def2-TZVPD RIJCOSX def2/J DEFGRID3
* xyz 0 1
C -1.1102 -0.4749 1.4192
C 0.8942 -0.4048 0.0560
C 2.1750 0.1245 -0.6103
N -1.8929 -0.1984 0.4327
N -1.5653 0.7190 -0.5366
O -1.1400 -1.2936 2.2801
O 0.4606 -1.4710 -0.3256
F 3.1903 -0.7692 -0.4294
F 2.0094 0.4648 -1.9077
F 2.5700 1.2495 0.0135
S 0.4265 0.5973 1.3468
H -2.7159 -0.6983 0.2238
H -1.9398 1.6512 -0.4252
H -1.3618 0.5039 -1.5374
*
```

For the frontier orbital gap, the calculation gives 9.845 eV. Its structure (SMILES) is NNC(=O)SC(=O)C(F)(F)F. Its energy above the lowest of the compared OMol25 structures with the same formula, charge and spin is 27.7 kcal/mol. The value obtained for the LUMO energy is 0.23 eV. For the calculated total energy, the calculation gives -29221.0806 eV.


C3H3FI2O | ωB97M-V with the def2-TZVPD basis set

Geometry as ORCA input:
```
! wB97M-V def2-TZVPD RIJCOSX def2/J DEFGRID3
* xyz 0 1
C -1.3717 -0.7650 -0.1530
C -0.5821 0.4600 0.0104
C 1.2107 0.1579 0.2288
O -2.0005 -1.2485 0.7397
F 1.3071 -0.8331 1.0882
I 2.1989 1.9806 0.8402
I 2.0462 -0.6104 -1.6256
H -1.3017 -1.3049 -1.2029
H -0.7664 1.0413 0.8205
H -0.7407 1.1221 -0.7463
*
```

For the frontier orbital gap, the calculation gives 8.867 eV. Its energy above the lowest of the compared OMol25 structures with the same formula, charge and spin is 10.8 kcal/mol. The value obtained for the LUMO energy is -0.88 eV. For the calculated total energy, the calculation gives -24123.7293 eV.


C3H3FInO2 | ωB97M-V with the def2-TZVPD basis set

Geometry as ORCA input:
```
! wB97M-V def2-TZVPD RIJCOSX def2/J DEFGRID3
* xyz 3 1
H 0.6613 -1.9003 0.3227
F -1.2824 1.7006 0.4155
O -0.8558 -0.4596 1.0938
O 1.1249 0.2998 0.2595
C -1.1910 0.4286 0.0039
C 0.0963 0.0213 -0.7203
C 0.2716 -0.8722 0.4338
H -2.1197 0.1142 -0.4862
H 0.3656 0.0207 -1.7724
In 2.9293 0.6469 0.4497
*
```

For the frontier orbital gap (spin up / spin down), the calculation gives 5.044 / 3.768 eV. Its energy above the lowest of the compared OMol25 structures with the same formula, charge and spin is 96.2 kcal/mol. The value obtained for the LUMO energy (spin up / spin down) is -20.97 / -21.70 eV. For the calculated total energy, the calculation gives -15098.8148 eV.


C3H3FN2 | ωB97M-V with the def2-TZVPD basis set

Geometry as ORCA input:
```
! wB97M-V def2-TZVPD RIJCOSX def2/J DEFGRID3
* xyz 0 1
C 2.5124 1.0735 -0.0335
C 1.8406 -0.1609 -0.0529
C 0.0575 0.0222 -0.0083
N 2.9878 2.1139 0.0254
N 2.4641 -1.2466 -0.0279
F 1.7039 -2.3923 0.0186
H -0.1404 0.9389 0.5232
H -0.3269 -0.8617 0.4743
H -0.2251 0.0847 -1.0513
*
```

For the frontier orbital gap, the calculation gives 11.413 eV. Its structure (SMILES) is C/C(C#N)=N\F. Its energy above the lowest of the compared OMol25 structures with the same formula, charge and spin is 76.1 kcal/mol. The value obtained for the LUMO energy is -0.06 eV. For the calculated total energy, the calculation gives -8853.7784 eV.


C3H3FN2O | ωB97M-V with the def2-TZVPD basis set

Geometry as ORCA input:
```
! wB97M-V def2-TZVPD RIJCOSX def2/J DEFGRID3
* xyz 0 1
C -1.9286 -0.6325 -1.4942
C -0.7144 -0.3550 -0.5981
C 0.8144 0.4173 0.4962
H -1.6793 -1.3943 -2.4578
H -2.4428 0.3220 -1.9406
H -2.5903 -1.1968 -0.7889
N -0.6699 -0.7589 0.6524
N 0.2501 -0.3517 1.3429
O 0.5014 0.3287 -0.7143
F 1.8457 1.2039 0.7234
*
```

For the frontier orbital gap, the calculation gives 10.259 eV. Its energy above the lowest of the compared OMol25 structures with the same formula, charge and spin is 75.2 kcal/mol. The value obtained for the LUMO energy is 0.68 eV. For the calculated total energy, the calculation gives -10901.6278 eV.


C3H3FN2O2 | ωB97M-V with the def2-TZVPD basis set

Geometry as ORCA input:
```
! wB97M-V def2-TZVPD RIJCOSX def2/J DEFGRID3
* xyz 0 1
C -0.9816 -0.5352 -0.0868
C 0.0599 0.6077 -1.5672
C 0.8234 0.6776 -0.4459
H -1.4054 -1.6339 1.3634
H 0.2479 1.0940 -2.5118
H 0.4580 0.2596 2.3423
N -1.0599 -0.1593 -1.3344
N 0.1264 -0.0202 0.5213
O -1.8413 -1.3247 0.5695
O 0.6104 -0.4687 1.7140
F 1.9635 1.2649 -0.1301
*
```

For the frontier orbital gap, the calculation gives 8.707 eV. Its structure (SMILES) is Oc1ncc(F)n1O. Its energy above the lowest of the compared OMol25 structures with the same formula, charge and spin is 68.6 kcal/mol. The value obtained for the LUMO energy is 0.15 eV. For the calculated total energy, the calculation gives -12949.8956 eV.


C3H3FO2 | ωB97M-V with the def2-TZVPD basis set

Geometry as ORCA input:
```
! wB97M-V def2-TZVPD RIJCOSX def2/J DEFGRID3
* xyz -1 2
F -1.4736 -1.6843 1.8833
O 0.0180 -0.6111 -1.5655
O 1.4586 0.5870 -0.5192
C -0.6004 -0.3425 -0.2454
C 0.3561 0.5547 0.4385
C 1.2025 -0.0334 -1.6533
H -1.6785 -0.2120 -0.3118
H -0.0320 1.5885 0.5880
H 0.7494 0.1531 1.3855
*
```

For the frontier orbital gap (spin up / spin down), the calculation gives 7.587 / 7.834 eV. Its expectation value of S² is 0.75. Its energy above the lowest of the compared OMol25 structures with the same formula, charge and spin is 39.2 kcal/mol. The value obtained for the LUMO energy (spin up / spin down) is 3.96 / 3.94 eV. For the calculated total energy, the calculation gives -9968.9279 eV.


C3H3FO2 | ωB97M-V with the def2-TZVPD basis set

Geometry as ORCA input:
```
! wB97M-V def2-TZVPD RIJCOSX def2/J DEFGRID3
* xyz 0 1
C 0.8635 -0.7187 1.5700
C 0.1983 0.2312 0.9767
C -0.0986 1.2922 0.3778
O -0.7315 2.2173 0.1085
O -1.0795 0.2784 -2.0259
F -0.5684 -0.4875 -3.0335
H 1.2290 -1.5063 0.8606
H 0.9878 -0.9489 2.5913
H -0.8006 -0.3577 -1.4256
*
```

For the frontier orbital gap, the calculation gives 8.067 eV. Its structure (SMILES) is C=C=C=O.OF. Its energy above the lowest of the compared OMol25 structures with the same formula, charge and spin is 154.3 kcal/mol. The value obtained for the LUMO energy is -1.02 eV. For the calculated total energy, the calculation gives -9964.8685 eV.


C3H3FO3 | ωB97M-V with the def2-TZVPD basis set

Geometry as ORCA input:
```
! wB97M-V def2-TZVPD RIJCOSX def2/J DEFGRID3
* xyz -1 2
C -0.0928 -0.6525 -1.9111
O -1.2519 -1.0752 -1.8620
O 0.6428 -0.4180 -2.8759
O 0.5183 -0.2696 -0.6787
C -0.2156 0.3537 0.2688
C 0.4503 0.5931 1.5486
H -1.2173 0.6927 0.0028
H -0.0915 1.2513 2.2323
H 1.5312 0.4251 1.5818
F -0.2737 -0.9005 1.6935
*
```

For the frontier orbital gap (spin up / spin down), the calculation gives 6.731 / 8.377 eV. Its expectation value of S² is 0.75. Its energy above the lowest of the compared OMol25 structures with the same formula, charge and spin is 18.0 kcal/mol. The value obtained for the LUMO energy (spin up / spin down) is 3.99 / 3.85 eV. For the calculated total energy, the calculation gives -12018.2413 eV.


C3H3FOSc | ωB97M-V with the def2-TZVPD basis set

Geometry as ORCA input:
```
! wB97M-V def2-TZVPD RIJCOSX def2/J DEFGRID3
* xyz 1 1
F -1.0986 0.9137 1.3970
O 1.2220 -1.0651 -0.1481
C 0.2589 0.7226 -0.2428
C 1.6998 0.2981 -0.3147
C -0.1032 -0.5983 -0.3371
H 2.2327 0.4487 -1.2669
H 2.3561 0.5703 0.5260
Sc -2.2186 -0.9935 0.2440
H -1.1282 1.1186 -0.8173
*
```

For the frontier orbital gap (spin up / spin down), the calculation gives 5.469 / 5.579 eV. Its energy above the lowest of the compared OMol25 structures with the same formula, charge and spin is 91.1 kcal/mol. The value obtained for the LUMO energy (spin up / spin down) is -6.80 / -6.69 eV. For the calculated total energy, the calculation gives -28608.0586 eV.


C3H3FS | ωB97M-V with the def2-TZVPD basis set

Geometry as ORCA input:
```
! wB97M-V def2-TZVPD RIJCOSX def2/J DEFGRID3
* xyz 0 1
C 1.2076 -0.1998 -0.1701
C 0.1696 0.5358 0.2625
C -1.2230 0.2950 0.0562
F -1.3392 -1.7013 -0.2141
S -2.6931 0.7409 0.1358
H 2.1873 0.0160 -0.0372
H 1.0609 -1.1195 -0.8103
H 0.6299 1.4329 0.7771
*
```

For the frontier orbital gap, the calculation gives 8.389 eV. Its energy above the lowest of the compared OMol25 structures with the same formula, charge and spin is 49.6 kcal/mol. The value obtained for the LUMO energy is -1.58 eV. For the calculated total energy, the calculation gives -16708.6736 eV.